Molecular formula: C3H7N2S
Method: DFT, wB97M-V/def2-TZVPD

Values from the calculation:
**Multiplicity**: 3
**Total charge**: +1
**HOMO energy (alpha / beta)**: -11.64 / -14.59 eV

Each line ends with the Löwdin spin population.
Atoms and positions in Å:
C: -0.5019 1.1771 0.0632  0.06
C: 0.4517 -1.2702 0.2342  0.69
C: 1.4565 -0.1768 0.0943  0.10
N: -1.2376 0.1216 -0.2231  0.47
N: 0.8108 1.0848 0.1440  0.08
S: -2.7938 -0.3163 0.0713  0.47
H: -0.9002 2.1089 -0.0353  0.01
H: 0.3772 -1.8356 -0.6480  0.03
H: 0.0645 -1.5574 1.1182  0.04
H: 2.2846 0.0304 0.7482  0.02
H: 1.9691 -0.2464 -0.8832  0.01
H: 1.2779 1.8838 0.4604  0.00
H: -3.2588 -1.0039 -1.1441  0.02

Cartesian forces (eV/Å) of the 6 atoms listed first:
1.10 -2.14 -0.72
4.10 0.08 -1.62
0.87 -0.57 -1.07
-2.93 -0.08 -0.80
-3.28 0.30 -0.21
0.77 0.37 -1.18

Molecular formula: C21H68N10O13
Method: DFT, wB97M-V/def2-TZVPD

Values from the calculation:
**Total charge**: 0
**HOMO energy**: -8.71 eV

Each line ends with the Löwdin charge.
Atoms and positions in Å:
C: -2.3425 3.9956 1.6193  -0.08
C: -1.7089 5.1796 2.3618  -0.31
O: -2.2549 6.3107 1.7466  -0.07
H: -2.0248 4.1063 0.5825  0.07
H: -3.4264 4.0538 1.7182  0.09
H: -1.8405 3.0638 1.8798  0.04
H: -0.6689 5.1537 2.0367  0.08
H: -1.9379 5.1403 3.4268  0.12
H: -1.5473 6.6029 1.1674  0.08
C: -1.9009 -4.3513 -2.9274  -0.09
C: -0.4911 -4.7473 -2.5394  -0.32
O: -0.5117 -5.0181 -1.1441  -0.09
H: -2.2467 -3.5334 -2.2952  0.07
H: -2.6492 -5.1424 -2.9756  0.08
H: -1.8092 -3.9339 -3.9301  0.07
H: 0.1659 -3.9383 -2.8587  0.10
H: -0.2282 -5.5810 -3.1906  0.12
H: -1.0062 -5.8337 -1.0350  0.11
C: 3.2814 -2.3778 2.0072  -0.07
C: 2.4508 -1.7951 3.1492  -0.31
O: 1.3176 -2.5019 3.5731  -0.08
H: 2.7713 -2.0945 1.0865  0.04
H: 3.4463 -3.4537 1.9491  0.08
H: 4.2580 -1.8954 2.0473  0.08
H: 2.3610 -0.7159 3.0254  0.11
H: 3.1034 -1.9113 4.0145  0.11
H: 1.2373 -2.2252 4.4888  0.10
C: 4.1114 0.9829 0.1325  -0.07
C: 4.0043 1.4634 -1.3531  -0.27
O: 4.8943 0.6389 -2.1309  -0.09
H: 3.5486 1.4837 0.9202  0.05
H: 5.1714 0.9340 0.3819  0.07
H: 3.8134 -0.0636 0.1967  0.05
H: 4.3726 2.4843 -1.4545  0.10
H: 2.9536 1.3381 -1.6146  0.09
H: 5.7766 0.9851 -2.2833  0.08
C: 1.4340 3.6266 1.1421  -0.06
C: 2.7539 4.3447 0.9291  -0.34
O: 2.8670 4.3847 -0.4262  -0.09
H: 0.9361 3.4939 2.1026  0.08
H: 1.6032 2.6269 0.7419  0.06
H: 0.7385 4.2414 0.5709  0.06
H: 3.6870 3.9188 1.2982  0.11
H: 2.6797 5.3580 1.3239  0.11
H: 3.6638 4.9060 -0.5487  0.11
C: -1.1216 0.8901 4.0038  -0.09
C: -2.3029 0.6844 4.8131  -0.32
O: -2.0094 -0.4462 5.6420  -0.10
H: -0.3419 1.1803 4.7081  0.09
H: -1.3968 1.6625 3.2857  0.06
H: -0.7487 0.0176 3.4673  0.07
H: -3.2422 0.4182 4.3283  0.11
H: -2.4176 1.5245 5.4980  0.12
H: -2.6958 -0.5816 6.2993  0.08
C: 0.1269 -1.2715 -0.6282  -0.06
C: 0.2961 -0.0056 0.1952  -0.27
O: -0.9266 0.7009 0.2599  -0.14
H: 0.9744 -1.9403 -0.4783  0.05
H: 0.0401 -1.0269 -1.6869  0.06
H: -0.7982 -1.8008 -0.3997  0.06
H: 0.9857 0.6347 -0.3549  0.09
H: 0.7854 -0.1755 1.1543  0.10
H: -0.8778 1.5180 -0.2417  0.01
C: 0.7757 0.2820 -4.3691  -0.07
C: 1.2201 -0.5412 -5.6290  -0.28
O: 0.2608 -0.5516 -6.7021  -0.09
H: 1.4373 0.0955 -3.5232  0.05
H: -0.1159 -0.1464 -3.9112  0.05
H: 0.5819 1.3318 -4.5895  0.06
H: 1.5690 -1.5356 -5.3508  0.10
H: 2.0571 -0.0257 -6.0999  0.10
H: 0.4385 0.1298 -7.3545  0.07
C: 3.3512 -5.0447 -0.5567  -0.76
O: 3.1561 -6.1232 -0.0039  0.03
N: 2.4756 -4.1818 -1.0591  0.16
N: 4.5107 -4.4739 -0.6562  0.15
H: 1.4932 -4.3936 -0.9583  0.07
H: 2.8207 -3.2962 -1.4007  0.10
H: 5.2840 -4.9492 -0.2133  0.13
H: 4.5264 -3.4983 -0.9170  0.10
C: -1.9888 -3.4858 2.3481  -0.76
O: -3.0755 -3.7772 1.8144  -0.01
N: -1.9143 -3.1235 3.5997  0.18
N: -0.8081 -3.4996 1.7942  0.19
H: -2.7748 -2.9830 4.1095  0.13
H: -0.9996 -2.8600 3.9374  0.08
H: -0.6547 -3.9183 0.8880  0.09
H: -0.0181 -3.2963 2.3897  0.07
C: -3.8110 0.8778 -2.3056  -0.76
O: -3.5330 1.9659 -2.7573  0.03
N: -4.9781 0.3173 -2.4007  0.18
N: -2.9457 0.1188 -1.7116  0.20
H: -5.7235 0.8909 -2.7689  0.12
H: -5.2306 -0.5879 -2.0304  0.12
H: -3.2544 -0.7690 -1.3421  0.11
H: -1.9816 0.3850 -1.5713  0.09
C: -0.4200 3.2958 -2.1786  -0.77
O: -0.6520 2.8205 -1.1338  0.07
N: -1.1090 3.1374 -3.2711  0.19
N: 0.6099 4.0537 -2.3953  0.19
H: -0.7514 3.5394 -4.1258  0.11
H: -1.9554 2.5875 -3.3072  0.06
H: 1.2570 4.1493 -1.6258  0.07
H: 0.9118 4.3662 -3.3071  0.12
C: -4.1051 -0.0686 1.6484  -0.79
O: -5.1246 -0.6142 2.0970  0.00
N: -3.0806 -0.7321 1.1878  0.18
N: -3.9295 1.1935 1.4992  0.18
H: -2.2608 -0.2376 0.8661  0.05
H: -3.1181 -1.7359 1.2923  0.08
H: -3.0702 1.5399 1.0969  0.07
H: -4.4892 1.6860 2.1806  0.12

Cartesian forces (eV/Å) of the 6 atoms listed first:
1.03 0.28 0.03
-0.45 -1.60 -1.43
-0.05 1.52 0.06
-0.51 0.14 -0.24
0.11 -0.49 -0.03
-0.56 -0.25 0.50

Molecular formula: C6H12N3O2
Method: DFT, wB97M-V/def2-TZVPD

Values from the calculation:
**Total charge**: +1
**HOMO energy**: -13.47 eV

Each line ends with the Löwdin charge.
Atoms and positions in Å:
C: 0.7451 0.5850 -1.4161  -0.34
C: 3.9354 -1.4357 0.6937  -0.39
C: -1.2057 -1.1905 1.2610  -0.14
C: -1.2478 0.2188 1.7933  -0.13
C: -0.8389 -1.0679 -0.2289  -0.12
C: -0.1204 0.8935 0.9967  -0.17
N: 0.7953 -0.3263 -2.3706  0.19
N: 1.6529 1.5656 -1.3805  0.22
N: -0.0947 0.2291 -0.2820  -0.04
O: 3.0649 -0.7215 0.3933  0.17
O: 4.8003 -2.1248 1.0231  0.24
H: -0.3621 -1.7088 1.7663  0.13
H: -2.1178 -1.7482 1.2893  0.11
H: -2.1184 0.6548 1.4288  0.11
H: -1.1618 0.2787 2.7850  0.08
H: -0.1765 -1.7986 -0.6752  0.12
H: -1.7796 -0.9229 -0.7999  0.14
H: -0.2628 1.9741 0.9942  0.12
H: 0.8997 0.8468 1.4972  0.14
H: 1.6713 -0.3724 -2.9070  0.16
H: -0.1139 -0.7945 -2.5155  0.14
H: 2.0078 1.9252 -2.2018  0.10
H: 1.6241 2.2985 -0.6216  0.16

Cartesian forces (eV/Å) of the 6 atoms listed first:
-1.47 -1.62 5.03
0.10 0.10 0.31
1.88 -1.03 -0.51
1.16 -0.70 -4.48
-0.29 1.76 -0.25
1.79 1.18 1.73

Molecular formula: C14H16O
Method: DFT, wB97M-V/def2-TZVPD

Values from the calculation:
**Total charge**: 0
**HOMO energy**: -8.56 eV

Each line ends with the Löwdin charge.
Atoms and positions in Å:
C: -0.5087 -3.8086 0.2206  -0.07
C: 2.1198 -1.4661 1.6972  -0.02
C: 1.3912 -2.6873 1.5040  -0.03
C: 1.9465 -0.4015 0.8519  -0.31
C: 0.5619 -2.7635 0.4051  -0.28
C: 1.1762 -0.5330 -0.3377  0.00
C: 0.5497 -1.7365 -0.5405  -0.07
O: 2.6725 0.7618 1.0032  0.03
H: 2.8748 -1.4274 2.4772  0.11
H: 1.6238 -3.4500 2.2342  0.11
H: 3.5919 0.5416 1.0169  0.09
H: 1.1346 0.3116 -1.0110  0.11
H: -0.4831 -4.6332 0.9387  0.07
H: -0.5301 -4.2784 -0.7653  0.08
H: -0.1214 -1.7848 -1.3825  0.11
H: -1.5494 -3.5036 0.4245  0.08
C: -0.2815 3.4134 -2.0988  -0.07
C: -0.6870 2.7372 0.3391  -0.05
C: -0.7159 2.4935 -1.0355  -0.29
C: -1.3915 1.9827 1.2640  -0.08
C: -1.3297 1.2951 -1.4102  -0.08
C: -2.0758 0.8790 0.7833  -0.09
C: -1.8223 0.3704 -0.4948  -0.10
H: -0.1936 3.6555 0.6385  0.11
H: -1.5414 2.3146 2.2856  0.11
H: -0.6236 3.1106 -3.0831  0.07
H: 0.8269 3.4921 -2.2156  0.09
H: -1.3843 1.0282 -2.4562  0.11
H: -2.6812 0.2757 1.4550  0.10
H: -2.0390 -0.6537 -0.7385  0.09
H: -0.5103 4.4644 -1.9693  0.07

Cartesian forces (eV/Å) of the 6 atoms listed first:
-0.60 -1.34 0.49
-0.43 -1.42 -0.03
1.26 2.01 0.01
0.22 -0.12 -1.58
-1.11 -0.60 -0.04
1.04 -0.13 1.55

Respective energy relative to the best compared isomer or geometry (same formula, charge and spin) values: 226.4 366.7 0.0 117.1 kJ/mol.